The following is a DFT calculation (ωB97M-V with the def2-TZVPD basis set) of C25H29F12N4ORb as an isolated structure at a distorted geometry.

Values from the calculation:
Energy relative to the best compared isomer or geometry (same formula, charge and spin) ... 19.6 kcal/mol
Kohn-Sham gap ... 5.66 eV
Total charge ... -2
LUMO energy ... 3.8 eV
Highest occupied orbital energy ... -0.0680 Eh

Each line ends with the Löwdin charge.
Element x y z (Å)
1 Rb 0.11060 -0.57114 -1.18038  0.919
2 C 1.40593 1.85201 2.03963  -0.077
3 C 0.17265 2.73049 1.85387  -0.247
4 N -1.00651 1.96183 1.49276  -0.177
5 C -1.49622 1.07746 2.53929  -0.251
6 C -2.09196 1.74817 3.78919  -0.076
7 C -2.05601 2.74778 0.86383  -0.203
8 C -1.61468 3.51050 -0.38855  -0.272
9 N -0.74509 2.69476 -1.18862  0.023
10 C -0.28668 3.14868 -2.33370  -0.222
11 C 0.68089 2.36121 -3.04084  -0.168
12 F 1.14923 1.24742 -2.41110  -0.148
13 C 1.18706 2.66319 -4.27224  -0.246
14 F 2.09116 1.83438 -4.83093  0.069
15 C 0.82745 3.81801 -4.95644  0.006
16 C -0.05726 4.64628 -4.28911  -0.255
17 F -0.42881 5.80084 -4.89620  0.043
18 C -0.58219 4.36132 -3.05181  -0.142
19 F -1.43433 5.29528 -2.53090  0.026
20 H 2.29717 2.47798 2.12147  0.076
21 H 1.50903 1.20269 1.16878  0.064
22 H 1.34801 1.22900 2.93293  0.045
23 H 0.37146 3.41235 1.02888  0.100
24 H 0.00842 3.34336 2.75881  0.108
25 H -0.67616 0.42413 2.84397  0.080
26 H -2.26501 0.43674 2.09738  0.077
27 H -1.35843 2.38041 4.29240  0.059
28 H -2.41722 0.98285 4.49632  0.067
29 H -2.95416 2.36352 3.52713  0.057
30 H -2.50321 3.49520 1.54681  0.110
31 H -2.84699 2.04215 0.58700  0.106
32 H -1.12419 4.44579 -0.07960  0.103
33 H -2.53992 3.80171 -0.90736  0.109
34 H 1.20018 4.04389 -5.94267  0.108
35 F 0.33318 -3.62929 -3.83665  -0.084
36 C -0.44904 -2.55969 -3.34252  -0.375
37 F -1.69966 -3.19001 -3.09376  -0.092
38 C -0.73600 -1.73948 -4.57997  -0.619
39 F 0.38625 -1.15432 -5.04759  0.103
40 F -1.60497 -0.73284 -4.28658  0.080
41 F -1.28879 -2.38256 -5.65744  0.077
42 N 1.15893 -1.26605 3.71988  0.154
43 C 1.96229 -1.21027 2.89664  -0.185
44 C -1.04155 -3.50539 1.54111  -0.053
45 C -1.64322 -2.11859 1.42649  -0.303
46 O -2.27931 -2.02439 0.16735  -0.200
47 C -3.03127 -0.84762 -0.02955  -0.325
48 C -3.75601 -0.98221 -1.35558  -0.048
49 H -0.43190 -3.58137 2.44119  0.071
50 H -0.41007 -3.69632 0.67359  0.073
51 H -1.83516 -4.25388 1.56663  0.073
52 H -0.85438 -1.36275 1.53292  0.079
53 H -2.37831 -1.95242 2.22811  0.121
54 H -2.37696 0.03594 -0.04191  0.066
55 H -3.75291 -0.73061 0.79417  0.119
56 H -3.03061 -1.13138 -2.15511  0.058
57 H -4.34716 -0.08984 -1.56554  0.077
58 H -4.40910 -1.85478 -1.32714  0.081
59 F 4.54900 -5.37210 3.00027  0.108
60 C 5.08849 -4.36483 2.26248  -0.561
61 F 6.07168 -3.82876 3.02884  0.097
62 F 5.71778 -4.97250 1.22414  0.110
63 C 4.06078 -3.37919 1.82924  -0.209
64 C 3.05133 -3.81704 0.93498  -0.079
65 C 2.37389 -2.80037 0.25947  -0.253
66 N 2.38995 -1.52072 0.55231  -0.041
67 C 3.00279 -1.17650 1.83715  -0.360
68 C 4.14418 -2.08891 2.23039  -0.021
69 H 3.00878 -4.84298 0.60048  0.088
70 H 1.83449 -3.05338 -0.65586  0.093
71 H 3.35423 -0.14177 1.78074  0.116
72 H 4.99413 -1.69102 2.76664  0.095

Atoms 1-6, force components in eV/Å:
Rb -0.391 -0.573 0.852
C -0.205 0.131 0.039
C 0.061 -0.088 -0.067
N -0.069 0.019 0.088
C -0.049 0.148 0.150
C 0.104 -0.012 -0.180